1.
{
  "formula": "C5H6N2S",
  "method": "ωB97M-V/def2-TZVPD",
  "elements": ["N", "C", "C", "C", "C", "S", "C", "N", "H", "H", "H", "H", "H", "H"],
  "xyz": [[-2.16, -1.15, -0.78], [-1.04, -0.43, -0.39], [-0.68, -0.50, 0.95], [0.53, 0.03, 1.30], [1.44, 0.39, 0.27], [2.93, 1.30, 0.52], [1.03, 0.25, -0.97], [-0.17, -0.11, -1.32], [-2.20, -1.40, -1.94], [-3.00, -1.00, -0.20], [-1.54, -0.82, 1.65], [0.80, 0.15, 2.37], [2.46, 2.62, 0.28], [1.60, 0.66, -1.74]],
  "nbo_charge": [-0.84, 0.37, -0.28, -0.14, -0.27, -0.01, 0.05, -0.47, 0.42, 0.39, 0.22, 0.23, 0.14, 0.19],
  "smiles": "Nc1ccc(S)cn1",
  "gap_ev": 9.39
}

***

2.
{
  "formula": "H2InO9P2",
  "method": "ωB97M-V/def2-TZVPD",
  "elements": ["In", "P", "O", "O", "O", "O", "P", "O", "O", "O", "O", "O", "H", "H"],
  "xyz": [[-8.62, -39.40, 19.17], [-4.02, -41.68, 19.33], [-2.84, -40.65, 19.38], [-4.85, -41.64, 18.08], [-4.74, -40.95, 20.49], [-3.61, -43.11, 19.71], [-5.99, -35.87, 21.53], [-7.39, -36.40, 21.89], [-5.86, -34.36, 21.26], [-5.59, -36.79, 20.33], [-4.97, -36.42, 22.57], [-7.30, -38.23, 15.26], [-6.98, -38.83, 14.58], [-7.21, -37.36, 14.87]],
  "nbo_charge": [0.36, 2.43, -0.84, -1.20, -0.78, -1.21, 2.43, -1.12, -1.23, -0.86, -0.96, -0.92, 0.46, 0.45],
  "total_charge": -3,
  "gap_ev": 2.54
}

***

3.
{
  "formula": "C3H3NO2",
  "method": "ωB97M-V/def2-TZVPD",
  "elements": ["O", "C", "N", "C", "C", "O", "H", "H", "H"],
  "xyz": [[-1.28, 2.07, 0.30], [-0.56, 1.11, 0.24], [-0.68, -0.10, -0.34], [0.51, -0.89, -0.15], [1.36, -0.07, 0.81], [0.73, 1.08, 0.89], [-1.51, -0.33, -0.87], [0.31, -1.92, 0.19], [1.13, -0.94, -1.06]],
  "nbo_charge": [-0.56, 0.85, -0.64, -0.39, 0.31, -0.48, 0.43, 0.24, 0.24],
  "gap_ev": 9.76
}

***

4.
{
  "formula": "AlH8O4",
  "method": "ωB97M-V/def2-TZVPD",
  "elements": ["Al", "O", "H", "H", "O", "H", "H", "O", "H", "H", "O", "H", "H"],
  "xyz": [[5.72, 19.69, 8.31], [4.19, 20.64, 6.20], [3.47, 20.12, 5.77], [4.08, 21.58, 5.87], [7.33, 19.46, 10.49], [8.15, 19.90, 10.84], [6.98, 18.90, 11.22], [5.55, 17.04, 9.25], [6.09, 16.23, 9.06], [4.65, 16.70, 9.46], [4.84, 17.69, 6.58], [4.42, 17.61, 5.69], [5.04, 16.77, 6.85]],
  "nbo_charge": [2.14, -0.88, 0.55, 0.57, -0.90, 0.58, 0.56, -0.91, 0.56, 0.55, -0.91, 0.55, 0.54],
  "total_charge": 3,
  "gap_ev": 5.09
}

***

5.
{
  "formula": "CH3NO2",
  "method": "ωB97M-V/def2-TZVPD",
  "elements": ["N", "C", "O", "O", "H", "H", "H"],
  "xyz": [[0.57, 0.14, 1.58], [0.30, -0.30, 0.41], [-1.04, 1.16, -1.48], [0.56, -1.35, -0.10], [-0.36, 0.28, -0.44], [0.26, 1.10, 1.75], [-1.95, 1.28, -1.79]],
  "nbo_charge": [-0.57, 0.48, -0.82, -0.33, 0.38, 0.38, 0.47],
  "gap_ev": 7.28
}

***

6.
{
  "formula": "C22H25F2NO3",
  "method": "ωB97M-V/def2-TZVPD",
  "elements": ["C", "O", "C", "O", "C", "C", "C", "C", "C", "N", "C", "C", "C", "C", "C", "O", "C", "C", "C", "C", "C", "F", "C", "C", "F", "C", "C", "C", "H", "H", "H", "H", "H", "H", "H", "H", "H", "H", "H", "H", "H", "H", "H", "H", "H", "H", "H", "H", "H", "H", "H", "H", "H"],
  "xyz": [[3.83, -6.38, -1.82], [3.25, -5.31, -1.09], [2.03, -4.92, -1.50], [1.46, -5.43, -2.44], [1.49, -3.80, -0.70], [2.20, -3.23, 0.36], [1.64, -2.19, 1.08], [0.38, -1.70, 0.77], [-0.19, -0.51, 1.51], [0.16, 0.77, 0.91], [1.57, 1.07, 0.92], [1.77, 2.55, 0.60], [1.14, 2.89, -0.75], [-0.33, 2.45, -0.82], [-0.84, 2.55, -2.27], [-0.94, 3.87, -2.75], [-1.20, 3.36, 0.09], [-2.25, 2.63, 0.86], [-3.45, 2.24, 0.28], [-4.40, 1.52, 0.98], [-4.15, 1.20, 2.30], [-5.07, 0.49, 2.99], [-2.99, 1.58, 2.93], [-2.06, 2.30, 2.20], [-0.94, 2.70, 2.83], [-0.39, 0.97, -0.42], [-0.33, -2.29, -0.28], [0.21, -3.32, -1.00], [3.20, -7.27, -1.76], [3.95, -6.10, -2.87], [4.80, -6.57, -1.36], [3.18, -3.61, 0.60], [2.20, -1.76, 1.90], [0.19, -0.49, 2.53], [-1.28, -0.57, 1.54], [2.13, 0.45, 0.20], [1.96, 0.87, 1.92], [2.84, 2.78, 0.58], [1.31, 3.14, 1.39], [1.70, 2.38, -1.54], [1.22, 3.97, -0.93], [-0.20, 1.95, -2.93], [-1.86, 2.15, -2.33], [-0.06, 4.26, -2.76], [-1.67, 4.11, -0.56], [-0.55, 3.89, 0.80], [-3.64, 2.51, -0.75], [-5.33, 1.22, 0.52], [-2.81, 1.34, 3.97], [0.16, 0.38, -1.18], [-1.42, 0.63, -0.42], [-1.32, -1.93, -0.51], [-0.33, -3.78, -1.82]],
  "nbo_charge": [-0.26, -0.51, 0.78, -0.59, -0.18, -0.15, -0.23, -0.03, -0.23, -0.45, -0.22, -0.40, -0.40, -0.05, -0.05, -0.72, -0.44, -0.12, -0.18, -0.30, 0.40, -0.32, -0.38, 0.50, -0.33, -0.24, -0.17, -0.16, 0.19, 0.19, 0.19, 0.23, 0.21, 0.21, 0.21, 0.17, 0.20, 0.21, 0.21, 0.20, 0.20, 0.16, 0.18, 0.47, 0.24, 0.22, 0.22, 0.23, 0.24, 0.18, 0.22, 0.21, 0.23],
  "smiles": "COC(=O)c1ccc(CN2CCC[C@](CO)(Cc3ccc(F)cc3F)C2)cc1",
  "gap_ev": 9.11
}

***

7.
{
  "formula": "C3H3LiO3Tb",
  "method": "ωB97M-V/def2-TZVPD",
  "elements": ["O", "Tb", "C", "C", "O", "C", "H", "H", "H", "Li", "O"],
  "xyz": [[-1.20, 0.76, -0.02], [-2.44, -1.63, -1.15], [0.07, 1.74, 0.08], [-0.21, -0.24, 0.03], [1.09, 1.44, -0.65], [0.96, -0.01, -0.90], [0.76, -0.15, -1.97], [1.88, -0.52, -0.58], [-0.21, -1.58, 1.48], [-0.76, 0.83, 2.32], [0.06, -0.66, 1.36]],
  "mulliken_spin": [-0.10, 7.06, 0.00, -0.01, 0.01, 0.02, 0.01, 0.00, 0.03, 0.00, -0.02],
  "total_charge": 2,
  "gap_ev": [7.02, 5.90],
  "spin_multiplicity": 8
}

***

8.
{
  "formula": "C13H25INO3",
  "method": "ωB97M-V/def2-TZVPD",
  "elements": ["C", "C", "O", "O", "C", "C", "C", "C", "C", "N", "C", "C", "C", "I", "C", "C", "O", "C", "H", "H", "H", "H", "H", "H", "H", "H", "H", "H", "H", "H", "H", "H", "H", "H", "H", "H", "H", "H", "H", "H", "H", "H", "H"],
  "xyz": [[2.46, 1.76, 2.12], [3.54, 1.10, 1.09], [4.49, 0.28, 1.63], [3.65, 1.33, -0.36], [2.48, 0.82, -1.10], [2.73, -0.63, -1.85], [1.89, -1.84, -1.12], [0.29, -1.93, -1.58], [-0.64, -1.95, -0.25], [-1.34, -0.69, 0.14], [-1.31, 0.56, -0.69], [-1.74, 1.95, 0.07], [-2.19, 3.17, -0.94], [-0.64, 3.66, -2.43], [-1.17, -0.64, 1.64], [-2.24, -1.83, 2.13], [-3.37, -1.92, 1.14], [-2.82, -1.11, 0.01], [1.49, 1.06, 2.10], [2.80, 1.77, 3.25], [2.07, 2.83, 1.81], [1.64, 0.61, -0.28], [2.07, 1.55, -1.93], [2.60, -0.59, -3.02], [3.88, -0.88, -1.67], [2.43, -2.86, -1.44], [2.04, -1.73, 0.03], [0.00, -1.17, -2.42], [0.19, -3.01, -2.09], [-1.46, -2.80, -0.42], [0.04, -2.38, 0.63], [-2.12, 0.40, -1.56], [-0.30, 0.78, -1.25], [-2.53, 1.79, 0.95], [-0.76, 2.34, 0.62], [-3.18, 2.88, -1.49], [-2.39, 4.12, -0.25], [-0.08, -0.78, 2.11], [-1.56, 0.26, 2.27], [-2.64, -1.70, 3.22], [-1.63, -2.85, 2.20], [-3.11, -1.54, -1.07], [-3.56, -0.17, 0.05]],
  "nbo_charge": [-0.73, 0.76, -0.54, -0.53, -0.08, -0.46, -0.42, -0.46, -0.25, -0.32, -0.27, -0.46, -0.55, 0.12, -0.29, -0.11, -0.50, 0.05, 0.21, 0.29, 0.25, 0.14, 0.21, 0.23, 0.26, 0.24, 0.21, 0.24, 0.26, 0.26, 0.26, 0.24, 0.28, 0.24, 0.23, 0.24, 0.26, 0.27, 0.27, 0.24, 0.20, 0.25, 0.23],
  "total_charge": 1,
  "smiles": "CC(=O)OCCCCC[N@+]1(CCCI)CCOC1",
  "gap_ev": 9.92
}

***

How do the records compare in electronic energy? In the order shown, they have -19096.4983; -42203.9910; -8742.5784; -14876.6570; -6665.1615; -36287.8847; -31918.7163; -29604.2112 eV.